{
  "formula": "C6H15NO",
  "method": "ωB97M-V with the def2-TZVPD basis set",
  "species": ["C", "C", "C", "C", "N", "C", "C", "O", "H", "H", "H", "H", "H", "H", "H", "H", "H", "H", "H", "H", "H", "H", "H"],
  "positions_angstrom": [[0.821, -0.609, 2.937], [0.817, -1.166, 1.508], [0.651, -2.654, 1.416], [-0.168, -0.353, 0.553], [0.570, 0.598, -0.257], [-0.277, 1.618, -0.878], [-0.484, 1.431, -2.429], [-1.803, 1.222, -2.868], [0.399, -1.365, 3.604], [0.281, 0.316, 3.125], [1.850, -0.425, 3.255], [1.780, -0.962, 1.017], [0.091, -3.080, 2.255], [1.558, -3.247, 1.255], [0.104, -2.982, 0.519], [-0.757, -1.078, -0.017], [-0.728, 0.210, 1.296], [1.181, 0.177, -0.944], [-1.260, 1.702, -0.415], [0.212, 2.591, -0.768], [0.186, 0.702, -2.881], [-0.190, 2.433, -2.799], [-2.441, 1.655, -2.315]],
  "forces_ev_per_a": [[0.58, -0.59, 0.29], [0.32, 1.30, -1.76], [-0.75, -1.63, -0.49], [1.25, -0.97, 1.37], [-0.75, 0.55, 0.49], [0.68, -0.43, -1.35], [0.08, 2.37, 0.84], [0.02, -1.27, -0.58], [0.03, 0.12, 0.13], [-0.11, 0.09, -0.44], [-0.08, -0.08, 0.16], [0.01, 0.14, 0.47], [0.18, 0.01, -0.01], [0.31, 0.38, 0.69], [-0.26, 0.46, 0.11], [-0.37, 0.25, 0.00], [-0.79, 0.15, -0.63], [-0.14, -0.20, 0.09], [0.05, -0.25, 0.24], [-0.07, -0.05, 0.15], [-0.21, -0.27, 0.14], [0.18, -0.47, -0.39], [-0.16, 0.39, 0.48]],
  "smiles": "CC(C)CNCCO",
  "total_charge": 0,
  "e_above_lowest_ev": 2.330,
  "energy_ev": -10001.4273
}

=====

{
  "formula": "CH2Cl2S2",
  "method": "ωB97M-V with the def2-TZVPD basis set",
  "species": ["C", "S", "S", "Cl", "Cl", "H", "H"],
  "positions_angstrom": [[0.840, 1.374, 0.320], [-0.927, 0.095, 1.452], [1.322, 0.260, -0.973], [-0.091, 2.773, -0.036], [1.920, 1.607, 1.687], [-1.940, 0.491, 0.669], [0.503, 0.907, -1.795]],
  "forces_ev_per_a": [[-2.26, -1.89, 2.27], [1.59, 0.89, -0.61], [0.39, 0.88, 0.41], [0.38, 0.38, -0.53], [-0.10, -0.24, -0.92], [0.13, 0.11, -0.15], [-0.13, -0.13, -0.47]],
  "total_charge": 0,
  "e_above_lowest_ev": 1.765,
  "energy_ev": -47782.5383
}

=====

{
  "formula": "C11H13NS2",
  "method": "ωB97M-V with the def2-TZVPD basis set",
  "species": ["C", "C", "C", "C", "C", "C", "C", "C", "C", "C", "C", "N", "S", "S", "H", "H", "H", "H", "H", "H", "H", "H", "H", "H", "H", "H", "H"],
  "positions_angstrom": [[-4.808, 1.461, 0.124], [-3.756, 1.744, 1.028], [-4.636, 0.335, -0.696], [-2.578, 1.050, 1.068], [-3.519, -0.442, -0.631], [-2.409, -0.154, 0.263], [-1.264, -1.013, 0.001], [2.390, -1.271, -0.050], [4.533, -0.460, 0.718], [3.161, 0.675, -1.257], [3.163, -0.031, 0.150], [2.559, -2.468, -0.080], [-1.393, -2.580, -0.536], [0.318, -0.306, 0.293], [-5.553, 2.202, -0.016], [-3.712, 2.683, 1.556], [-5.456, 0.039, -1.318], [-1.999, 1.266, 1.920], [-3.367, -1.334, -1.114], [4.241, -1.060, 1.541], [4.953, 0.426, 1.202], [5.155, -0.981, 0.074], [3.797, 0.173, -2.070], [3.421, 1.646, -1.076], [2.144, 0.745, -1.527], [2.798, 0.725, 0.762], [1.817, -3.071, -0.332]],
  "forces_ev_per_a": [[2.69, -0.53, 0.25], [-0.83, 0.86, -1.48], [-1.26, 0.82, 0.69], [-0.09, -3.36, -0.86], [2.01, 1.68, 2.97], [-2.80, 2.07, -0.99], [1.97, -1.02, 0.44], [-2.53, 0.41, 1.61], [-1.88, 2.04, 1.35], [0.98, -2.96, -0.15], [2.13, -1.25, -3.18], [1.18, 0.97, -0.58], [0.21, 0.33, 0.18], [0.24, 0.32, -0.11], [-0.98, 0.13, -0.01], [-0.60, 0.05, 0.45], [-0.20, -0.09, -0.53], [1.49, 0.28, 0.38], [-0.24, -1.77, -1.69], [0.25, -1.04, 0.90], [0.53, -0.09, -0.54], [1.17, -0.74, -1.24], [-0.95, 0.71, 1.33], [1.32, 2.60, 0.12], [-1.21, -0.20, -0.83], [-1.49, 0.55, 1.49], [-1.07, -0.78, 0.02]],
  "total_charge": 0,
  "e_above_lowest_ev": 3.227,
  "energy_ev": -34775.2616
}

=====

{
  "formula": "C14H50O11",
  "method": "ωB97M-V with the def2-TZVPD basis set",
  "species": ["C", "C", "O", "H", "H", "H", "H", "H", "H", "C", "C", "O", "H", "H", "H", "H", "H", "H", "C", "C", "O", "H", "H", "H", "H", "H", "H", "C", "O", "H", "H", "H", "H", "C", "O", "H", "H", "H", "H", "C", "O", "H", "H", "H", "H", "C", "O", "H", "H", "H", "H", "C", "O", "H", "H", "H", "H", "C", "O", "H", "H", "H", "H", "C", "O", "H", "H", "H", "H", "C", "O", "H", "H", "H", "H"],
  "positions_angstrom": [[-4.662, 5.625, 2.711], [-4.957, 4.114, 2.721], [-5.672, 3.808, 1.510], [-4.093, 5.852, 3.612], [-5.597, 6.179, 2.794], [-4.131, 5.992, 1.832], [-5.591, 3.866, 3.572], [-4.048, 3.556, 2.945], [-6.154, 2.999, 1.697], [1.021, 0.184, 0.702], [1.294, -0.794, -0.411], [2.005, -1.869, 0.195], [1.967, 0.471, 1.162], [0.330, -0.287, 1.402], [0.482, 1.024, 0.264], [1.910, -0.297, -1.161], [0.469, -1.294, -0.919], [2.602, -2.231, -0.464], [-4.941, -3.038, 2.682], [-5.909, -2.577, 1.570], [-6.896, -1.727, 2.135], [-4.180, -3.767, 2.403], [-5.517, -3.551, 3.453], [-4.500, -2.213, 3.241], [-6.405, -3.448, 1.141], [-5.388, -2.132, 0.722], [-7.196, -2.194, 2.918], [-3.860, -6.420, -2.828], [-4.890, -5.964, -3.647], [-3.107, -6.909, -3.446], [-3.370, -5.638, -2.247], [-4.117, -7.202, -2.113], [-4.647, -5.503, -4.454], [7.298, 1.669, -2.974], [8.047, 0.545, -2.589], [7.877, 2.587, -3.076], [6.864, 1.485, -3.956], [6.511, 1.909, -2.259], [8.267, 0.558, -1.654], [1.650, 4.665, 5.278], [2.256, 5.529, 4.245], [1.032, 3.886, 4.831], [2.427, 4.121, 5.814], [1.023, 5.256, 5.946], [1.809, 6.378, 4.236], [1.837, -4.340, 5.832], [2.861, -4.521, 4.883], [0.975, -4.959, 5.583], [2.296, -4.624, 6.780], [1.529, -3.295, 5.857], [2.636, -4.007, 4.104], [8.153, 5.988, 3.383], [7.385, 5.167, 2.550], [7.882, 5.778, 4.418], [9.187, 5.649, 3.330], [7.998, 7.040, 3.146], [6.471, 5.302, 2.812], [4.862, -3.945, -4.755], [5.448, -3.901, -3.458], [5.637, -4.152, -5.493], [4.095, -4.718, -4.801], [4.479, -2.951, -4.984], [6.026, -3.135, -3.424], [-1.832, -2.994, -6.969], [-3.189, -2.864, -7.277], [-1.679, -2.457, -6.033], [-1.501, -4.003, -6.722], [-1.175, -2.583, -7.736], [-3.356, -2.193, -7.943], [-3.871, 2.762, -4.021], [-4.569, 3.868, -3.491], [-3.436, 2.965, -4.999], [-3.100, 2.419, -3.332], [-4.526, 1.902, -4.166], [-4.836, 3.599, -2.609]],
  "forces_ev_per_a": [[-0.38, -0.52, 0.62], [-0.47, 1.24, -0.06], [0.72, -0.34, 0.61], [0.20, 0.15, -0.05], [-0.04, -0.01, -0.14], [0.07, -0.34, 0.00], [-0.26, 0.26, 0.16], [0.27, -0.32, -0.87], [-0.11, -0.14, -0.27], [-1.18, -0.23, -0.72], [0.77, -0.54, 0.17], [0.70, -0.30, 0.02], [-0.24, 0.08, 0.04], [0.26, 0.09, 0.35], [0.19, 0.37, 0.24], [0.10, -0.03, -0.21], [-0.66, 0.79, 0.06], [0.06, -0.23, 0.07], [-0.45, -0.06, 0.22], [0.53, -0.96, 0.60], [0.31, 0.31, -0.41], [0.07, 0.25, -0.38], [-0.32, -0.22, 0.01], [0.24, 0.23, -0.45], [-0.02, -0.28, -0.01], [-0.13, 0.64, 0.31], [-0.22, 0.12, 0.11], [1.61, -0.24, -0.55], [-1.68, -0.12, 0.46], [0.41, 0.06, -0.01], [-0.03, 0.29, -0.03], [-0.98, 0.17, -0.17], [0.67, -0.14, 0.30], [-0.29, 0.60, 0.09], [0.25, -0.47, -0.24], [0.44, -0.01, 0.05], [-0.06, -0.23, 0.13], [-0.26, -0.17, -0.02], [-0.10, 0.28, -0.01], [0.26, 0.65, -1.01], [-0.35, -1.08, 0.98], [-0.14, 0.18, -0.32], [0.17, 0.46, 0.08], [0.19, -0.09, 0.15], [-0.12, -0.12, 0.12], [0.24, 0.08, -0.03], [0.38, 0.04, -0.53], [-0.14, -0.11, 0.28], [-0.46, 0.01, 0.13], [-0.11, 0.07, 0.28], [0.09, -0.08, -0.14], [0.19, -0.43, 0.81], [-0.43, -0.38, -0.57], [-0.11, 0.40, 0.31], [0.07, 0.44, -0.43], [0.40, 0.11, 0.08], [-0.15, -0.15, -0.20], [0.74, 0.58, 0.08], [-0.28, -0.36, 0.20], [-0.05, -0.25, -0.23], [0.05, 0.20, 0.19], [-0.52, -0.12, -0.23], [0.06, 0.00, 0.02], [0.68, 0.82, 0.79], [-0.92, -0.72, -0.34], [0.44, 0.33, 0.05], [-0.54, -0.34, -0.51], [0.04, -0.06, -0.03], [0.30, -0.05, 0.06], [-0.01, -0.77, 0.07], [0.10, 0.07, -0.21], [-0.01, 0.47, 0.20], [0.35, 0.11, -0.07], [-0.28, -0.10, -0.06], [-0.15, 0.23, 0.11]],
  "smiles": "CCO.CCO.CCO.CO.CO.CO.CO.CO.CO.CO.CO",
  "total_charge": 0,
  "e_above_lowest_ev": 5.677,
  "energy_ev": -37845.0587
}

=====

{
  "formula": "C30H41BrIN6O2Ru",
  "method": "ωB97M-V with the def2-TZVPD basis set",
  "species": ["Ru", "C", "C", "N", "N", "C", "O", "C", "C", "C", "C", "C", "C", "C", "C", "C", "C", "C", "N", "H", "H", "H", "H", "H", "H", "H", "H", "H", "H", "H", "H", "N", "C", "C", "C", "N", "C", "C", "N", "C", "H", "H", "H", "H", "H", "H", "H", "H", "H", "H", "H", "H", "H", "H", "H", "H", "C", "C", "C", "C", "O", "H", "H", "H", "H", "H", "H", "H", "H", "H", "Br", "C", "C", "C", "C", "C", "C", "I", "H", "H", "H", "H"],
  "positions_angstrom": [[-0.650, 0.209, 0.580], [3.353, 0.365, 2.329], [1.880, 0.352, 2.121], [1.253, 1.008, 1.203], [1.939, 1.877, 0.437], [1.125, 2.425, -0.436], [-0.121, 2.134, -0.456], [1.669, 3.383, -1.414], [3.045, 3.488, -1.611], [3.537, 4.345, -2.581], [2.664, 5.110, -3.342], [1.292, 5.025, -3.133], [0.796, 4.158, -2.176], [0.963, -0.370, 2.980], [1.355, -1.068, 4.111], [0.394, -1.660, 4.909], [-0.944, -1.516, 4.568], [-1.257, -0.828, 3.416], [-0.334, -0.270, 2.618], [3.821, 1.026, 1.608], [3.744, -0.648, 2.204], [3.609, 0.708, 3.334], [3.714, 2.888, -1.009], [4.605, 4.423, -2.739], [3.053, 5.779, -4.098], [0.618, 5.639, -3.714], [-0.270, 4.085, -2.000], [2.403, -1.128, 4.370], [0.680, -2.218, 5.790], [-1.731, -1.931, 5.182], [-2.289, -0.702, 3.129], [-2.298, 1.611, -2.748], [-2.768, 1.419, -1.393], [-3.149, 2.642, -0.585], [-3.264, 2.201, 0.877], [-1.918, 1.746, 1.417], [-4.292, 1.088, 1.043], [-4.013, -0.085, 0.114], [-2.796, -0.769, 0.634], [-3.817, 0.336, -1.333], [-1.748, 2.454, -2.854], [-3.038, 1.595, -3.439], [-0.906, 0.264, -2.246], [-1.946, 1.072, -0.792], [-4.087, 3.095, -0.919], [-2.364, 3.396, -0.680], [-3.590, 3.064, 1.461], [-2.006, 1.532, 2.406], [-1.261, 2.520, 1.315], [-5.282, 1.496, 0.833], [-4.316, 0.741, 2.082], [-4.857, -0.779, 0.144], [-2.639, -1.587, 0.047], [-2.977, -1.123, 1.564], [-4.764, 0.684, -1.754], [-3.493, -0.529, -1.921], [0.662, -1.910, -3.243], [0.887, -0.535, -2.632], [2.169, -0.508, -1.815], [0.915, 0.532, -3.714], [-0.248, -0.249, -1.725], [0.711, -2.692, -2.485], [1.431, -2.111, -3.989], [-0.313, -1.960, -3.731], [2.938, -1.098, -2.314], [2.003, -0.939, -0.825], [2.546, 0.506, -1.693], [1.743, 0.336, -4.396], [1.050, 1.523, -3.281], [-0.009, 0.522, -4.297], [3.276, -3.240, 0.402], [2.201, -4.572, 1.191], [2.815, -5.710, 1.695], [2.054, -6.702, 2.291], [0.678, -6.564, 2.397], [0.054, -5.432, 1.897], [0.821, -4.449, 1.289], [-0.206, -2.843, 0.413], [3.888, -5.814, 1.609], [2.543, -7.587, 2.677], [0.084, -7.342, 2.857], [-1.020, -5.325, 1.965]],
  "forces_ev_per_a": [[0.21, 2.05, 3.34], [-0.05, 0.22, 0.15], [0.11, 0.05, 0.06], [0.06, -0.72, -1.22], [0.17, -0.11, 0.03], [0.01, 0.11, -0.01], [-0.61, 0.07, -0.41], [-0.09, 0.02, 0.05], [-0.02, -0.03, 0.02], [0.02, 0.01, 0.03], [0.01, 0.00, 0.00], [-0.01, 0.01, 0.01], [0.01, 0.00, -0.01], [0.07, -0.20, 0.00], [-0.03, 0.03, 0.07], [0.01, -0.04, 0.02], [-0.01, 0.04, 0.02], [0.06, 0.12, 0.08], [-0.71, -0.78, -0.32], [0.01, -0.02, -0.02], [-0.03, -0.01, 0.02], [0.01, -0.02, 0.00], [0.02, 0.02, -0.01], [-0.01, -0.01, -0.01], [0.00, 0.01, 0.01], [0.00, -0.02, -0.01], [0.00, 0.02, 0.00], [0.01, -0.01, -0.06], [0.00, 0.02, 0.01], [-0.02, 0.01, -0.03], [-0.03, 0.02, 0.09], [0.25, -0.17, 0.14], [-0.25, 0.30, -0.45], [-0.04, 0.07, 0.13], [-0.09, -0.07, -0.16], [0.54, -0.01, -0.36], [0.03, 0.06, -0.12], [-0.33, 0.09, 0.28], [0.84, -0.31, -1.52], [0.09, -0.04, 0.13], [-0.03, 0.01, -0.03], [-0.02, 0.08, 0.02], [0.08, -0.02, -0.06], [0.19, -0.25, -0.67], [-0.05, -0.03, 0.11], [-0.04, 0.02, 0.00], [0.27, -0.06, 0.26], [-0.06, 0.16, 0.05], [-0.06, 0.08, 0.11], [0.02, 0.02, -0.01], [-0.06, 0.04, 0.01], [0.08, -0.10, 0.20], [-0.18, -0.16, 0.15], [-0.02, -0.14, -0.03], [-0.04, -0.05, 0.06], [-0.04, 0.02, -0.05], [-0.15, 0.00, 0.06], [0.24, -0.12, -0.12], [-0.08, 0.10, 0.07], [-0.14, 0.01, 0.02], [-0.32, -0.14, 0.07], [0.02, 0.00, -0.01], [-0.01, 0.00, 0.00], [0.02, 0.01, -0.02], [0.00, 0.00, 0.00], [0.03, -0.07, -0.04], [0.00, 0.00, 0.02], [0.02, 0.01, 0.02], [0.01, 0.01, -0.02], [0.03, -0.02, -0.01], [0.02, 0.01, 0.01], [-0.07, -0.04, 0.07], [0.01, 0.02, -0.01], [0.02, 0.01, 0.02], [-0.03, -0.01, 0.00], [0.03, -0.03, -0.01], [0.06, 0.10, 0.11], [0.06, -0.30, -0.27], [0.00, 0.00, 0.02], [0.00, 0.00, -0.01], [0.00, 0.01, 0.01], [0.00, -0.01, -0.01]],
  "spin_multiplicity": 2,
  "total_charge": 2,
  "e_above_lowest_ev": 0.835,
  "energy_ev": -125522.8069
}